Molecular formula: C2H4N2S3
Method: DFT, the ωB97M-V functional and the def2-TZVPD basis

## Properties
**Net charge**: 0
**HOMO (alpha / beta)**: -8.82 / -8.82 eV
**Max |F|**: 0.0869 Eh/bohr
**Energy relative to the best compared isomer or geometry (same formula, charge and spin)**: 72.8 kcal/mol
**LUMO energy (alpha / beta)**: -0.7735 / -0.7729 eV
**Kohn-Sham gap (alpha / beta)**: 8.0 / 8.0 eV

Structure (XYZ):
```
11
C2H4N2S3 the ωB97M-V functional and the def2-TZVPD basis
S 1.564 -0.170 0.776
S -1.345 -0.985 1.056
S -1.611 1.937 -0.830
N 0.217 0.228 -1.507
N -0.480 0.792 -0.605
C -0.148 0.363 0.793
C 1.186 -0.644 -1.016
H -1.951 -0.380 2.013
H 2.079 -0.500 -1.489
H -0.491 1.054 1.838
H 0.980 -1.696 -1.030
```